A molecular structure, C47H59BN5Pt at a distorted geometry, computed with ωB97M-V/def2-TZVPD.

Computed properties:
Total charge: -1
HOMO (spin up / spin down) in eV: -3.63 / -3.17

Cartesian coordinates (Å):
Pt (-0.183, 0.260, 0.189)
C (3.051, -0.693, -1.026)
N (2.056, -0.807, 0.041)
C (2.427, -1.137, 1.219)
C (1.512, -1.138, 2.320)
C (1.646, -1.689, 3.601)
C (0.429, -1.443, 4.253)
C (-0.374, -0.746, 3.334)
N (0.280, -0.550, 2.180)
C (2.736, 0.570, -1.818)
C (1.609, 0.287, -2.759)
C (1.265, 1.008, -3.822)
C (1.915, 2.328, -3.906)
C (3.598, 3.145, -1.720)
C (3.516, 1.629, -1.528)
H (2.970, -1.556, -1.694)
H (4.066, -0.671, -0.625)
H (3.464, -1.424, 1.418)
H (2.519, -2.206, 3.985)
H (0.154, -1.725, 5.261)
H (-1.376, -0.361, 3.474)
H (1.112, -0.665, -2.592)
H (0.509, 0.673, -4.528)
H (2.989, 2.226, -3.835)
H (3.918, 3.490, -0.732)
H (4.337, 1.345, -0.866)
C (-0.655, -3.435, 1.236)
N (-1.076, -3.820, -0.107)
C (-2.213, -4.714, -0.053)
C (-1.258, -2.664, -0.998)
C (-2.377, -1.689, -0.655)
C (-3.690, -2.017, -1.007)
C (-4.762, -1.194, -0.686)
C (-4.511, -0.007, -0.003)
C (-3.201, 0.346, 0.302)
C (-2.108, -0.469, -0.018)
H (-0.412, -4.335, 1.807)
H (-1.424, -2.876, 1.787)
H (0.236, -2.808, 1.186)
H (-1.932, -5.603, 0.517)
H (-2.490, -5.031, -1.064)
H (-3.100, -4.275, 0.425)
H (-1.413, -3.063, -2.006)
H (-0.313, -2.117, -0.996)
H (-3.872, -2.932, -1.565)
H (-5.770, -1.467, -0.976)
H (-5.329, 0.656, 0.264)
H (-3.013, 1.296, 0.776)
C (4.782, 3.503, -2.634)
C (2.310, 3.955, -1.955)
C (2.607, 5.439, -2.168)
C (1.336, 3.384, -2.979)
C (1.489, 3.624, -4.518)
C (0.271, 3.769, -5.313)
C (-0.916, 3.418, -4.806)
C (-1.129, 3.095, -3.395)
C (-2.568, 2.691, -3.057)
C (-2.648, 1.163, -2.942)
C (-3.228, 3.377, -1.852)
C (-0.093, 3.187, -2.527)
N (-0.321, 3.291, -1.116)
B (-0.197, 2.363, 0.035)
N (-0.350, 3.313, 1.168)
C (-0.579, 4.611, 0.679)
C (-0.565, 4.600, -0.657)
C (-0.289, 3.127, 2.594)
C (-1.482, 3.148, 3.345)
C (-1.426, 2.945, 4.722)
C (-0.219, 2.739, 5.364)
C (0.952, 2.805, 4.630)
C (0.952, 3.024, 3.254)
C (2.335, 3.167, 2.612)
C (2.784, 1.904, 1.878)
C (2.521, 4.415, 1.748)
C (-2.831, 3.485, 2.723)
C (-3.974, 2.618, 3.265)
C (-3.169, 4.964, 2.962)
H (5.661, 2.922, -2.335)
H (5.039, 4.563, -2.541)
H (4.595, 3.294, -3.691)
H (1.785, 3.886, -1.009)
H (3.050, 5.636, -3.152)
H (3.298, 5.814, -1.403)
H (1.679, 6.015, -2.096)
H (2.325, 4.240, -4.826)
H (0.349, 4.207, -6.302)
H (-1.803, 3.496, -5.431)
H (-3.159, 2.973, -3.932)
H (-1.992, 0.819, -2.151)
H (-2.338, 0.684, -3.879)
H (-3.667, 0.835, -2.703)
H (-2.776, 3.058, -0.911)
H (-4.289, 3.105, -1.821)
H (-3.150, 4.468, -1.923)
H (-0.723, 5.454, 1.338)
H (-0.702, 5.423, -1.345)
H (-2.346, 2.940, 5.301)
H (-0.190, 2.539, 6.430)
H (1.904, 2.687, 5.135)
H (3.012, 3.288, 3.457)
H (2.185, 1.724, 0.981)
H (2.665, 1.033, 2.527)
H (3.841, 1.983, 1.589)
H (1.957, 4.363, 0.817)
H (3.582, 4.532, 1.498)
H (2.200, 5.314, 2.286)
H (-2.755, 3.335, 1.649)
H (-4.255, 2.925, 4.279)
H (-3.704, 1.561, 3.285)
H (-4.861, 2.726, 2.633)
H (-3.238, 5.165, 4.038)
H (-4.130, 5.222, 2.500)
H (-2.404, 5.623, 2.548)